Record 1
{"formula": "C3H5N5", "method": "the ωB97M-V functional and the def2-TZVPD basis", "e_homo_ev": -8.3, "smiles": "N=C=C/N=N\\C=N\\N", "multiplicity": 1, "elements": ["N", "C", "C", "N", "N", "C", "N", "N", "H", "H", "H", "H", "H"], "coordinates": [[-0.3688, 2.2170, 0.2728], [0.4915, 1.3612, 0.0574], [1.6870, 0.7767, -0.2040], [2.0308, -0.4244, -0.5782], [1.3720, -1.5469, -0.6310], [0.1479, -1.6238, -0.1436], [-0.5757, -0.5698, -0.0147], [-1.8989, -0.6237, 0.2694], [-1.1306, 2.5462, -0.3091], [2.5868, 1.5199, -0.2770], [-0.1458, -2.6176, 0.2116], [-2.1569, 0.3899, 0.4028], [-2.0395, -1.4047, 0.9436]], "forces_ev_per_a": [[1.374, -1.618, 0.224], [-2.496, 1.402, -0.278], [1.141, 3.153, 0.446], [0.463, -3.477, -1.427], [3.159, 1.339, 0.032], [-2.155, 0.376, 1.266], [0.818, -0.082, -0.978], [0.576, 0.504, 0.326], [0.560, -0.010, -0.149], [-1.876, -1.167, 0.335], [-0.347, 0.042, -0.439], [-0.354, -1.964, 0.842], [-0.864, 1.503, -0.201]]}

=====

Record 2
{"formula": "C3H5NO", "method": "the ωB97M-V functional and the def2-TZVPD basis", "e_homo_ev": -9.1, "smiles": "O=C[C@H]1CN1", "multiplicity": 1, "elements": ["O", "C", "C", "C", "N", "H", "H", "H", "H", "H"], "coordinates": [[1.0000, -0.8990, 1.4203], [1.3073, -0.4466, 0.3313], [0.4175, 0.3087, -0.5482], [-1.2389, -0.2362, -0.1058], [-0.7294, 1.0412, -0.1040], [2.3292, -0.6100, -0.0867], [0.8616, 0.6752, -1.5049], [-1.6440, -0.6540, -1.0222], [-1.6216, -0.6976, 0.8359], [-0.6816, 1.5184, 0.7844]], "forces_ev_per_a": [[0.426, 0.263, -0.227], [-0.220, -0.014, 0.575], [-0.383, -0.559, 0.077], [0.555, -0.273, -0.602], [-0.365, 0.867, 0.084], [-0.251, 0.025, 0.107], [-0.687, -0.776, 0.545], [-0.245, 0.511, 0.019], [1.125, 0.076, -0.728], [0.048, -0.119, 0.151]]}

=====

Record 3
{"formula": "C3H5NO", "method": "the ωB97M-V functional and the def2-TZVPD basis", "e_homo_ev": -9.1, "smiles": "C=C(C)N=O", "multiplicity": 1, "elements": ["C", "C", "C", "N", "O", "H", "H", "H", "H", "H"], "coordinates": [[0.1706, -0.1185, -1.3078], [-0.2669, -0.1009, 0.0540], [0.4752, 0.3290, 1.2742], [-1.4896, -0.5905, 0.0178], [-1.8395, -0.4426, -1.2377], [0.1134, -1.0479, -1.8596], [0.8554, 0.6219, -1.7198], [1.4001, -0.2329, 1.4216], [0.7377, 1.3891, 1.2058], [-0.1565, 0.1933, 2.1515]], "forces_ev_per_a": [[-0.347, -0.075, 0.307], [0.094, 0.011, -0.318], [0.016, 0.054, 0.042], [-0.009, -0.011, -0.507], [0.454, 0.044, 0.480], [-0.103, 0.019, 0.048], [-0.016, -0.009, 0.023], [-0.079, 0.025, -0.025], [-0.025, -0.064, 0.001], [0.017, 0.005, -0.050]]}

=====

Record 4
{"formula": "C3H5NO", "method": "the ωB97M-V functional and the def2-TZVPD basis", "e_homo_ev": [-7.9, -7.9], "smiles": "N/C=C/C=O", "multiplicity": 1, "elements": ["N", "C", "C", "C", "O", "H", "H", "H", "H", "H"], "coordinates": [[-1.4650, -0.5568, 0.3006], [-0.5644, 0.3537, -0.1421], [0.7122, 0.5660, 0.4467], [1.5792, -0.1580, -0.3701], [2.7518, -0.3237, -0.5805], [-2.4505, -0.4504, 0.1019], [-1.1222, -1.3452, 0.8323], [-1.0529, 1.1958, -0.6329], [0.9817, 1.3072, 1.1870], [0.6302, -0.5886, -1.1428]], "forces_ev_per_a": [[1.368, 1.047, -1.063], [-2.573, 0.350, 2.008], [2.327, -1.051, -0.210], [-1.931, 0.345, 0.004], [0.015, -0.225, -0.143], [0.209, -0.348, -0.358], [-0.095, 0.084, 0.140], [-0.387, -0.086, -0.278], [-0.298, 0.290, -0.122], [1.365, -0.407, 0.022]]}

=====

| no. | energy (eV) |
| --- | --- |
| 1 | -10637.2650 |
| 2 | -6726.6992 |
| 3 | -6725.0432 |
| 4 | -6725.9166 |